101
Properties=species:S:1:pos:R:3:forces:R:3 method="wB97M-V/def2-TZVPD" e_lumo_ev=-11.3 e_tot_ha=-5812.085474 charge=+3 homo_lumo_gap_ev=4.361
Re -0.624558 1.391510 -0.189588 0.5 -1.5 0.2
O -1.486039 0.507538 1.292388 -0.1 -0.1 -1.5
P -2.517389 -0.665317 1.731184 -0.2 -0.5 0.3
C -3.572465 -1.022019 0.337788 0.2 0.3 -0.2
C -4.572130 -1.979128 0.531758 0.0 -0.1 0.1
C -5.401606 -2.329924 -0.521222 0.0 -0.1 0.2
C -5.253852 -1.723157 -1.758375 0.0 0.0 -0.2
C -4.262558 -0.774288 -1.965867 0.1 0.0 0.3
C -3.423338 -0.437477 -0.911800 0.2 0.2 -0.2
C -1.641560 -2.138715 2.180980 0.4 0.1 0.1
C -0.382416 -2.402051 1.635802 -0.2 -0.2 0.2
C 0.282021 -3.570263 1.972262 0.0 0.0 -0.1
C -0.315895 -4.484574 2.830229 0.0 0.0 0.0
C -1.572373 -4.229834 3.367821 -0.1 0.0 0.0
C -2.239771 -3.056010 3.050361 0.0 0.0 0.1
C -3.461059 -0.103718 3.101294 0.0 0.1 0.1
C -4.781893 0.331566 2.939130 0.1 0.0 0.0
C -5.505967 0.722119 4.053461 0.0 0.0 0.1
C -4.919922 0.676179 5.314655 0.0 0.0 -0.1
C -3.601353 0.251814 5.474164 0.0 0.0 0.0
C -2.864630 -0.140759 4.371967 -0.1 0.1 -0.1
H -4.693563 -2.448658 1.502507 0.0 0.0 -0.1
H -6.165223 -3.084045 -0.372101 0.0 0.1 0.0
H -5.914356 -1.989269 -2.575101 0.0 0.0 0.1
H -4.156390 -0.302592 -2.924211 0.1 0.1 -0.2
H -2.641684 0.328052 -1.110360 -0.2 -0.2 0.1
H 0.070374 -1.692820 0.967281 0.2 0.1 -0.2
H 1.269089 -3.763172 1.568205 -0.1 0.0 0.0
H 0.200619 -5.402728 3.085186 0.0 0.1 0.0
H -2.030467 -4.942000 4.042749 0.0 0.0 0.0
H -3.210883 -2.849877 3.488278 0.1 0.0 0.0
H -5.244279 0.346184 1.959135 0.0 0.0 0.0
H -6.531688 1.049948 3.941677 0.0 0.0 0.0
H -5.498668 0.964814 6.183516 0.0 0.0 0.0
H -3.158224 0.213541 6.461034 0.0 0.0 0.0
H -1.844960 -0.490648 4.489423 0.0 0.0 0.0
C 2.470045 2.411398 3.195081 0.1 -0.1 0.1
O 1.723750 1.949385 2.001709 0.3 -0.2 0.1
P 0.559667 2.753224 1.409264 0.5 0.5 0.6
O -0.500259 2.996918 2.503912 -0.5 0.3 0.1
C -1.261260 4.232419 2.814470 0.0 -0.1 0.1
O 0.991862 4.158921 0.964382 0.4 0.3 -0.7
C 2.242315 4.561240 0.278995 0.1 0.1 0.2
H 3.294440 1.717148 3.304689 0.0 -0.1 -0.1
H 1.821583 2.372964 4.065217 -0.1 0.0 -0.1
H 2.848923 3.418009 3.040464 -0.1 0.0 -0.1
H -1.376311 4.245811 3.890501 0.1 -0.1 0.1
H -2.237546 4.172535 2.346594 0.0 -0.1 -0.1
H -0.721055 5.107989 2.478743 0.1 0.0 -0.1
H 2.725556 5.288839 0.921595 -0.1 0.0 0.1
H 1.976514 5.028967 -0.658314 -0.2 0.0 0.0
H 2.895032 3.706093 0.114042 -0.1 -0.1 0.1
F -0.729648 2.161497 -5.059659 -0.1 0.1 -0.2
C -0.920562 1.865267 -3.804912 0.0 -0.2 0.6
F -2.185129 1.496283 -3.610992 -0.1 -0.1 0.0
F -0.149854 0.810881 -3.469038 0.0 0.0 0.0
C -0.565700 3.035780 -2.838707 0.1 0.3 -0.2
O -0.919037 2.675845 -1.499354 0.3 -0.6 -0.4
C 0.989094 3.351353 -2.945970 -0.1 -0.2 0.5
F 1.600295 2.777543 -1.884488 -0.1 0.1 -0.1
F 1.522820 2.854182 -4.034580 0.0 0.0 -0.2
F 1.230385 4.651967 -2.891484 0.0 -0.1 0.0
C -1.421079 4.303660 -3.184091 -0.1 -0.1 0.4
F -1.155444 5.259155 -2.290772 -0.1 -0.1 -0.1
F -2.712839 3.989636 -3.084358 0.2 0.1 -0.1
F -1.149273 4.724877 -4.401930 0.0 0.0 0.1
C 0.620828 0.273261 -0.715807 -1.8 2.0 0.7
Ge 2.052696 -0.961916 -1.410511 1.8 -0.7 -0.6
C 3.047122 -1.497689 0.172683 -0.7 0.3 0.4
C 2.708196 -1.095168 1.467561 0.3 -0.4 -0.1
C 3.419314 -1.590973 2.556710 -0.1 0.3 0.0
C 4.479481 -2.460058 2.352929 0.1 -0.1 0.0
C 4.821977 -2.855654 1.064747 0.1 0.1 -0.1
C 4.119637 -2.360587 -0.029061 0.1 -0.2 0.1
C 1.323173 -2.441352 -2.409802 -0.3 0.2 0.3
C 0.685709 -2.278048 -3.643244 -0.1 -0.2 0.1
C 0.159971 -3.384902 -4.295559 0.1 0.0 0.0
C 0.267279 -4.645902 -3.720617 0.1 0.0 0.1
C 0.900397 -4.806974 -2.493095 0.1 -0.1 -0.1
C 1.445976 -3.709536 -1.840663 -0.3 0.0 -0.1
C 3.294389 0.113420 -2.444501 -0.6 0.1 0.2
C 4.020244 1.105721 -1.774908 0.0 0.1 -0.5
C 4.893208 1.908086 -2.499505 0.0 -0.1 0.1
C 5.037572 1.715042 -3.872170 -0.1 -0.1 0.0
C 4.305065 0.731611 -4.531488 0.1 -0.1 0.1
C 3.446195 -0.098549 -3.815929 0.1 0.5 0.1
H 1.891817 -0.403286 1.628197 0.0 -0.1 0.1
H 3.144838 -1.295962 3.565689 0.1 0.0 -0.1
H 5.059939 -2.811434 3.197429 -0.1 -0.1 0.0
H 5.643635 -3.544642 0.907557 0.0 0.1 0.0
H 4.411357 -2.652393 -1.032475 0.0 -0.1 0.0
H 0.602245 -1.303132 -4.102087 0.0 0.0 0.0
H -0.324761 -3.267137 -5.257489 0.0 0.0 0.0
H -0.122526 -5.509840 -4.244768 0.0 0.0 0.1
H 0.979784 -5.791325 -2.047254 0.0 0.0 -0.1
H 1.974927 -3.846061 -0.903858 -0.1 0.0 0.0
H 3.912450 1.250003 -0.700743 0.0 -0.1 -0.1
H 5.471879 2.670245 -1.989651 0.0 -0.1 -0.1
H 5.756715 2.306104 -4.423918 -0.1 0.1 0.0
H 4.409437 0.593706 -5.599866 0.1 0.0 0.0
H 2.921607 -0.894691 -4.331151 0.0 0.1 0.1



6
Properties=species:S:1:pos:R:3:forces:R:3 method="wB97M-V/def2-TZVPD" e_lumo_ev=-0.9 e_tot_ha=-2801.186041 charge=0 homo_lumo_gap_ev=8.227
C -0.827767 1.379988 0.831203 -0.2 0.4 0.1
C 0.592640 -1.686050 -0.339984 3.7 1.0 4.0
O -1.057885 2.361480 1.379946 -0.1 0.9 0.6
O -0.615921 0.405572 0.265890 -0.1 -1.0 -0.6
Br 1.922841 -0.558454 -1.043875 -0.4 -0.6 -0.1
H -0.013907 -1.902536 -1.093180 -2.9 -0.7 -4.0



17
Properties=species:S:1:pos:R:3:forces:R:3 method="wB97M-V/def2-TZVPD" e_lumo_ev=-0.3 e_tot_ha=-1582.242037 charge=0 homo_lumo_gap_ev=8.990
C -1.951709 -0.344744 1.453187 0.3 0.5 0.6
C -2.246241 0.209168 0.099274 3.5 -0.7 -0.2
N 2.007889 -0.806147 -0.422215 -2.7 0.0 3.9
N 1.366723 1.809390 -1.086082 0.3 1.0 2.0
N -0.477246 -0.104239 -1.031864 -3.2 0.4 2.4
O 0.775542 0.793949 1.250380 -0.6 -0.8 -1.4
P 0.853065 0.454999 -0.211365 0.6 -0.3 -0.4
Cl -2.715157 1.818612 0.178713 0.2 1.8 -0.3
Cl -3.278812 -0.683513 -0.835004 -1.4 -1.4 -1.4
H -2.833392 -0.097456 2.054930 0.1 0.0 0.1
H -1.049723 0.133698 1.914103 -0.8 -0.5 -0.6
H -1.890036 -1.416944 1.413578 0.3 -0.4 -0.1
H 1.454895 -1.597690 0.100223 1.9 1.5 -1.5
H 2.356293 -1.107831 -1.275442 0.3 -0.5 -2.0
H 2.333393 1.837015 -0.742173 0.3 0.3 -0.6
H 0.974006 2.560978 -0.419122 0.4 -1.0 -1.6
H -0.773844 0.159349 -1.981036 0.6 0.3 0.8



48
Properties=species:S:1:pos:R:3:forces:R:3 method="wB97M-V/def2-TZVPD" e_lumo_ev=-0.1 e_tot_ha=-1554.032902 smiles="O=C(O)c1cncc(-c2ccc(N3CCC(Oc4ccccc4I)CC3)nn2)c1" charge=0 homo_lumo_gap_ev=8.230
O -2.809151 -7.650134 0.423148 -0.1 -0.4 0.1
I 0.108423 7.236800 -0.831168 1.6 -1.6 -0.8
N -0.551194 -5.694212 4.084266 -0.3 -0.4 0.4
N -0.490877 -1.945509 2.330401 0.2 -0.3 -0.2
N -0.455878 -0.696533 1.883407 -0.5 0.2 -0.9
O -2.621358 -8.748869 2.385012 0.4 0.9 -0.1
O 0.432541 4.039845 -2.407799 0.5 0.2 0.0
C -2.369753 -7.701833 1.547176 -0.7 -0.5 -0.8
C -1.171580 -6.681698 3.460785 -0.4 -0.4 -0.7
C -0.393869 -4.541077 3.444049 -0.1 0.1 -0.1
C -0.747254 -2.992776 1.540935 -0.1 1.3 -2.2
C -0.758593 -0.411656 0.590969 0.6 0.1 0.2
C -0.972000 -2.776827 0.132599 0.1 2.5 1.5
C -0.975784 -1.440313 -0.333708 -0.5 -2.4 1.2
C 4.163419 5.944884 -2.312553 0.1 -0.4 -0.1
C 3.968720 4.755293 -3.025717 -0.5 0.5 0.6
C 3.073087 6.538679 -1.677913 -0.4 0.0 0.2
C 2.711776 4.175337 -3.014675 -0.1 -0.9 -0.2
C -1.404853 -5.435199 1.425057 0.5 1.1 1.3
C 1.785649 5.968634 -1.699873 0.0 0.7 0.2
C 1.634271 4.723902 -2.320317 -1.1 0.2 0.1
C -1.591703 -6.609556 2.107702 0.8 0.0 2.3
C -0.803117 -4.344912 2.115242 -0.4 -0.5 0.2
N -0.696551 0.910562 0.122372 0.3 0.2 0.6
C 0.260656 1.869306 0.757831 -0.4 -0.7 -0.5
C -1.754424 1.522721 -0.737541 1.2 -1.0 0.3
C 0.932923 2.746863 -0.287451 -0.4 1.0 -0.5
C -1.078044 2.321571 -1.837316 -0.2 0.1 -0.2
C -0.134021 3.382008 -1.251016 1.5 -1.6 -0.7
H -3.288958 -9.276572 1.942364 -0.2 -0.4 -0.3
H -1.469332 -7.585690 4.017010 0.6 0.6 -0.1
H -0.007116 -3.721440 4.071699 0.0 -0.4 -0.8
H -1.174891 -3.593407 -0.509815 0.0 -0.5 -0.6
H -1.189507 -1.222725 -1.358201 0.1 0.1 -0.5
H 5.182298 6.352016 -2.252443 -0.7 0.1 0.1
H 4.778079 4.262064 -3.532558 0.2 0.0 -0.1
H 3.198778 7.455717 -1.121919 0.1 0.1 -0.1
H 2.517496 3.216643 -3.533584 0.2 0.7 0.4
H -1.876686 -5.363135 0.475436 0.0 0.3 -0.8
H -0.229734 2.498133 1.478265 -0.5 0.3 0.5
H 1.041248 1.323806 1.291783 -0.3 -0.2 0.0
H -2.387029 2.166592 -0.162317 -0.3 0.6 0.8
H -2.449088 0.763719 -1.115689 0.5 -0.1 -0.1
H 1.654341 2.142474 -0.832165 -0.1 0.0 -0.4
H 1.524036 3.549901 0.215633 -0.5 -0.5 -0.3
H -1.854488 2.829142 -2.423319 0.2 0.0 0.0
H -0.539590 1.645810 -2.515656 0.0 0.2 0.2
H -0.721312 4.091650 -0.748428 -0.8 1.1 1.1